The following is a DFT calculation (wB97M-V/def2-TZVPD) of a single C4H7N3O molecule.

## Properties
HOMO energy (hartree): -0.3409
SMILES string: [H]/N=C(\N)N1CCC1=O
ΔE to the lowest compared entry with this formula, charge and spin (kJ/mol): 161.1

Last column: natural (NBO) charge in e.
CARTESIAN COORDINATES (ANGSTROEM)
C 0.431 0.583 1.058  0.5739
C -1.614 -0.163 -0.465  -0.1989
C -1.175 -0.841 -1.699  -0.5171
C 0.280 -0.724 -1.074  0.7173
H 0.224 2.121 2.331  0.3876
H -1.228 1.359 1.857  0.3750
H 1.781 0.486 2.410  0.3452
H -2.140 0.756 -0.497  0.2059
H -2.053 -0.877 0.254  0.1933
H -0.990 -0.261 -2.566  0.2390
H -1.629 -1.777 -1.952  0.2371
N -0.285 1.596 1.653  -0.8446
N 1.506 0.172 1.494  -0.6982
N -0.229 0.018 0.022  -0.4793
O 1.444 -0.929 -1.368  -0.5362